Record 1
DFT (ωB97M-V/def2-TZVPD) results for C6H9N in the gas phase.

Its charge is 0. Its LUMO energy is 0.91 eV. Its energy above the lowest of the compared OMol25 structures with the same formula, charge and spin is 99.4 kcal per mole. Its HOMO energy is -9.0 eV. The calculation puts the HOMO-LUMO gap at 9.92 eV. As for the largest force on an atom: 0.81 eV Å⁻¹. Its structure (SMILES) is CC#CC[C@H]1CN1.

Cartesian coordinates (Å):
N: 0.839 -1.933 -1.287
C: 0.381 -1.606 0.065
C: -1.377 -0.013 -1.085
C: 0.122 -0.650 -1.029
C: -0.229 1.541 0.617
C: 0.801 2.107 1.476
C: -1.066 1.029 -0.090
H: 0.356 2.842 2.146
H: 1.052 -1.417 0.903
H: 1.587 2.598 0.892
H: 1.274 1.328 2.086
H: -1.735 0.457 -2.016
H: 1.844 -1.704 -1.327
H: -0.466 -2.238 0.326
H: -2.196 -0.659 -0.733
H: 0.751 0.207 -1.224

Record 2
DFT (ωB97M-V/def2-TZVPD) results for a 14-piece molecular cluster, C5H37NO15 overall in a non-equilibrium geometry.

Its charge is -1. Its LUMO energy (alpha / beta) is 2.37 / 2.33 eV. Its energy above the lowest of the compared OMol25 structures with the same formula, charge and spin is 0.0 kcal per mole. Its HOMO energy (alpha / beta) is 0.0 / -7.6 eV. The calculation puts the HOMO-LUMO gap (alpha / beta) at 2.39 / 9.93 eV. As for the largest force on an atom: 1.70 eV Å⁻¹. Its spin multiplicity is 2.

Cartesian coordinates (Å):
O: -1.999 -3.985 0.639
O: -1.162 2.991 -0.841
O: 3.476 -1.733 -0.312
O: -3.058 0.998 -1.946
O: 0.530 -3.471 0.490
O: -3.319 -0.215 0.489
O: 1.698 -2.451 -2.086
O: -3.032 1.782 2.322
O: -0.124 0.847 2.646
O: -0.657 -0.807 -0.478
O: -1.185 -2.805 3.122
O: -1.805 -1.079 -2.996
O: 1.312 2.842 -3.024
O: 1.559 -1.275 1.654
O: 0.694 -0.782 -4.216
N: 0.925 2.703 0.050
C: 3.153 1.727 -0.147
C: 0.681 2.026 2.896
C: 2.010 1.897 2.144
C: -0.365 2.312 -0.223
C: 1.827 1.716 0.646
H: 2.504 1.009 2.531
H: 1.293 -1.282 -3.638
H: 2.549 -2.409 -1.591
H: 0.865 -1.161 0.988
H: 0.794 2.087 3.987
H: -1.446 -0.669 0.092
H: 1.591 3.081 -2.132
H: 0.089 0.142 3.276
H: -2.273 -3.114 0.314
H: -2.386 0.354 -2.241
H: -2.568 1.830 -1.931
H: 1.583 -2.144 2.077
H: 1.341 0.752 0.502
H: 0.757 -3.831 -0.376
H: 2.965 1.644 -1.227
H: -2.430 -1.312 -3.695
H: 3.301 -0.891 -0.742
H: -2.858 1.095 2.992
H: -3.273 0.300 1.315
H: -0.909 -2.225 2.400
H: -0.975 -0.969 -3.512
H: 2.546 2.850 2.268
H: 3.769 0.854 0.141
H: 1.086 -2.093 -1.424
H: -1.630 -2.299 3.826
H: 0.713 0.144 -3.950
H: 0.103 2.845 2.443
H: 3.020 -1.674 0.556
H: 0.364 2.810 -2.809
H: -2.165 2.201 2.249
H: -2.312 -4.045 1.556
H: -0.445 -3.716 0.638
H: 1.340 3.590 -0.187
H: -0.912 -1.440 -1.191
H: -3.505 0.292 -0.327
H: 3.767 2.575 0.097
H: -0.735 1.345 0.151

Record 3
DFT (ωB97M-V/def2-TZVPD) results for a 6-piece molecular cluster, C28H64ClFNO23P5S overall in a non-equilibrium geometry.

Its charge is 0. Its LUMO energy is -2.71 eV. Its HOMO energy is -8.6 eV. The calculation puts the HOMO-LUMO gap at 5.89 eV. As for the largest force on an atom: 9.34 eV Å⁻¹. Its structure (SMILES) is C[C@H](Cl)CN(C[C@@H](C)OCc1ccccc1)S(=O)(=O)F.COP(=O)(OC)OC.COP(=O)(OC)OC.COP(=O)(OC)OC.COP(=O)(OC)OC.COP(=O)(OC)OC.

Cartesian coordinates (Å):
Cl: 8.781 0.059 1.429
S: 8.353 3.513 0.415
P: -9.321 4.247 0.531
P: -4.462 -0.852 -0.781
P: 5.030 -8.156 3.116
P: -2.615 1.665 -6.208
P: 1.582 -3.804 -0.350
F: 7.695 4.687 -0.554
O: -2.127 1.531 -7.843
O: 6.271 -8.981 2.270
O: -2.870 2.039 -4.577
O: 3.846 3.313 2.029
O: 1.914 -2.804 0.729
O: -3.939 2.529 -6.661
O: 2.308 -3.389 -1.766
O: -5.002 0.524 0.087
O: -10.601 4.592 1.613
O: -8.158 4.175 -0.699
O: -5.592 -0.581 -1.943
O: 2.826 -4.891 0.024
O: 9.308 4.176 1.268
O: -8.241 4.915 1.574
O: -2.952 0.201 -6.091
O: 8.956 2.549 -0.468
O: 0.160 -2.983 -0.823
O: -9.414 2.759 0.746
O: -4.000 -2.320 -1.502
O: 5.066 -6.966 2.196
O: -3.164 -0.168 -1.134
O: 3.714 -7.623 4.041
O: 6.049 -7.936 4.388
N: 7.103 2.853 1.385
C: -3.744 3.810 -7.253
C: 1.328 1.301 1.487
C: -0.987 2.303 -8.264
C: -11.512 5.648 1.254
C: 4.128 -4.352 0.224
C: 5.057 3.687 2.699
C: 1.781 -3.916 -2.980
C: 6.141 -10.406 2.118
C: 6.980 0.290 1.418
C: -6.970 -0.747 -1.608
C: -0.758 2.277 0.428
C: 1.549 2.617 2.070
C: 4.778 5.117 3.369
C: -8.331 6.312 1.846
C: -5.736 0.301 1.307
C: -3.436 -2.260 -2.807
C: -0.990 -3.776 -1.186
C: 6.498 -9.081 5.107
C: 2.857 2.802 2.925
C: -0.516 3.578 1.047
C: 6.508 1.643 0.763
C: -7.033 3.336 -0.477
C: 0.133 1.149 0.654
C: 0.670 3.760 1.883
C: 6.113 3.963 1.552
C: -4.064 1.551 -3.975
C: 6.471 0.091 2.896
C: 3.736 -6.274 4.493
H: -6.624 3.467 0.525
H: -0.462 2.749 -7.417
H: 5.419 2.951 3.461
H: 5.845 -9.942 4.948
H: 6.307 -10.664 1.072
H: 4.710 -6.002 4.900
H: -5.306 0.921 2.095
H: -4.933 1.712 -4.614
H: 4.384 -3.623 -0.545
H: -0.853 -4.830 -0.936
H: -6.777 0.594 1.157
H: 3.465 -5.599 3.681
H: -4.503 4.493 -6.871
H: 3.141 1.808 3.382
H: -7.324 6.725 1.899
H: -4.004 -1.606 -3.466
H: -2.399 -1.930 -2.754
H: -8.824 6.460 2.809
H: 2.037 0.456 1.664
H: -3.859 3.727 -8.336
H: 1.171 -4.806 -2.805
H: -7.099 -1.367 -0.717
H: 2.609 -4.182 -3.637
H: 6.547 -1.010 3.113
H: 4.200 -3.898 1.212
H: -1.861 -3.393 -0.654
H: 2.645 3.484 3.798
H: 2.992 -6.180 5.285
H: -1.191 4.451 0.869
H: -12.534 5.283 1.364
H: 6.561 -0.552 0.800
H: -6.265 3.610 -1.202
H: -11.365 5.981 0.225
H: -1.317 3.096 -8.938
H: 5.518 4.106 0.605
H: 5.291 5.174 4.366
H: 6.689 4.903 1.726
H: -7.419 0.233 -1.435
H: 5.431 0.464 3.055
H: 7.512 -9.331 4.788
H: 6.899 -10.905 2.727
H: -0.052 0.166 0.170
H: 3.685 5.315 3.500
H: 7.223 0.576 3.578
H: -3.456 -3.268 -3.226
H: -1.163 -3.679 -2.258
H: -4.216 2.099 -3.044
H: -2.756 4.218 -7.024
H: 5.162 5.953 2.720
H: -7.303 2.293 -0.640
H: -1.643 2.116 -0.237
H: 0.885 4.748 2.356
H: 5.388 1.665 0.908
H: 1.174 -3.152 -3.470
H: 6.647 1.592 -0.354
H: 5.152 -10.759 2.417
H: -5.697 -0.745 1.617
H: -0.299 1.650 -8.801
H: -11.367 6.494 1.929
H: -8.887 6.842 1.068
H: -7.480 -1.224 -2.444
H: -3.961 0.495 -3.739
H: 4.840 -5.176 0.171
H: 6.513 -8.844 6.171

Record 4
DFT (ωB97M-V/def2-TZVPD) results for C20H24N2O6 in the gas phase in a non-equilibrium geometry.

Its charge is 0. Its LUMO energy is 0.74 eV. Its energy above the lowest of the compared OMol25 structures with the same formula, charge and spin is 102.0 kcal per mole. Its HOMO energy is -7.6 eV. The calculation puts the HOMO-LUMO gap at 8.34 eV. As for the largest force on an atom: 1.06 eV Å⁻¹. Its structure (SMILES) is CCOc1cc(/C=N/N2CCOCC2)ccc1OCc1ccc(C(=O)OC)o1.

Cartesian coordinates (Å):
O: -0.096 -5.746 -1.656
O: 2.473 -3.306 -1.313
O: 1.675 -5.239 -2.948
O: -5.133 3.789 3.561
O: 3.350 -0.206 -1.134
O: 0.487 -0.303 -1.864
N: -1.807 2.454 1.540
N: -2.807 2.981 2.216
C: 0.421 1.831 1.066
C: -5.206 2.838 2.523
C: 1.773 1.917 1.408
C: 2.640 -2.377 -0.361
C: 0.065 1.086 -0.053
C: 1.292 -6.271 -3.843
C: 1.623 -2.443 0.557
C: 1.725 0.739 -3.705
C: 0.884 -5.076 -1.878
C: -2.712 3.915 3.321
C: -0.573 2.523 1.860
C: -3.910 3.687 4.250
C: 3.767 -1.402 -0.492
C: 2.714 1.244 0.661
C: 0.784 -3.491 0.136
C: 1.004 0.411 -0.825
C: 1.346 -3.989 -1.016
C: 1.247 -0.544 -3.039
C: -4.072 3.042 1.517
C: 2.353 0.480 -0.444
H: -0.973 1.017 -0.332
H: -1.790 3.742 3.877
H: 0.888 1.417 -3.856
H: -4.076 2.261 0.756
H: 2.022 -6.261 -4.648
H: 4.549 -1.815 -1.134
H: -6.177 2.978 2.047
H: 2.470 1.231 -3.083
H: 1.495 -1.815 1.415
H: 1.294 -7.237 -3.333
H: -0.115 -3.840 0.599
H: -3.936 4.447 5.033
H: 3.760 1.294 0.925
H: 2.081 2.504 2.261
H: 2.097 -1.203 -2.841
H: -5.147 1.822 2.942
H: -0.191 3.083 2.718
H: 0.288 -6.084 -4.232
H: -2.721 4.950 2.951
H: 2.172 0.505 -4.667
H: -3.824 2.691 4.711
H: 4.176 -1.179 0.502
H: 0.542 -1.072 -3.689
H: -4.194 4.021 1.032

Record 5
DFT (ωB97M-V/def2-TZVPD) results for a 2-piece molecular cluster, C16H31FN2O3P overall in a non-equilibrium geometry.

Its charge is +1. Its LUMO energy is -5.59 eV. Its HOMO energy is -10.7 eV. The calculation puts the HOMO-LUMO gap at 5.13 eV. As for the largest force on an atom: 5.65 eV Å⁻¹.

Cartesian coordinates (Å):
P: 1.168 0.655 0.081
F: 6.312 2.144 4.052
O: -4.148 -4.789 -1.658
O: -1.767 -5.182 -3.574
O: -2.151 -2.432 -1.830
N: -0.129 0.045 0.846
N: 3.197 2.528 1.357
C: -3.143 -5.470 -3.815
C: -0.323 4.831 3.249
C: 3.280 -0.138 2.130
C: -2.450 -1.053 -1.966
C: -2.987 -4.503 -0.866
C: 2.597 3.720 0.582
C: 5.156 1.742 3.209
C: 1.027 6.699 1.865
C: 4.380 2.855 2.246
C: 4.537 0.199 3.131
C: -2.747 -3.004 -0.666
C: 1.100 4.105 1.140
C: 1.088 5.148 2.410
C: -4.041 -4.493 -3.059
C: -0.936 -6.321 -3.732
C: 2.633 1.099 1.241
H: 3.289 4.666 0.617
H: 2.110 7.099 1.644
H: -2.051 -2.851 0.167
H: -5.058 -4.592 -3.454
H: 0.487 7.366 2.676
H: -0.012 4.512 4.332
H: 1.994 4.914 3.115
H: -3.744 -3.456 -3.219
H: -3.316 -5.373 -4.893
H: 2.781 -1.214 2.026
H: -3.383 -6.497 -3.507
H: -2.029 -0.486 -1.130
H: 2.579 3.353 -0.554
H: 0.087 -6.036 -3.473
H: -3.698 -2.512 -0.433
H: -2.007 -0.696 -2.900
H: 0.389 4.463 0.251
H: -0.978 5.800 3.198
H: -1.250 -7.120 -3.054
H: -0.270 -0.896 0.398
H: -3.533 -0.899 -2.023
H: -2.106 -5.011 -1.260
H: -0.959 3.970 2.749
H: 4.802 3.958 2.283
H: -0.960 -6.669 -4.769
H: 0.363 6.692 0.885
H: -3.191 -4.944 0.116
H: 0.760 1.908 -0.547
H: 0.633 3.087 1.549
H: 1.640 -0.247 -0.938
H: 4.980 -0.673 3.778

Record 6
DFT (ωB97M-V/def2-TZVPD) results for a 2-piece molecular cluster, C6H15N2 overall in a non-equilibrium geometry.

Its charge is +1. Its LUMO energy is -7.27 eV. Its energy above the lowest of the compared OMol25 structures with the same formula, charge and spin is 129.7 kcal per mole. Its HOMO energy is -13.4 eV. The calculation puts the HOMO-LUMO gap at 6.12 eV. As for the largest force on an atom: 3.27 eV Å⁻¹.

Cartesian coordinates (Å):
N: -0.261 -1.016 2.831
N: -1.160 0.741 -1.671
C: 1.515 -0.574 -0.097
C: 1.142 0.803 0.399
C: -0.450 -0.485 -1.848
C: 0.228 -1.046 -0.587
C: 1.773 1.913 -0.032
C: -2.158 0.602 -0.635
H: 2.711 1.755 -0.552
H: -2.512 1.553 -0.259
H: 2.026 -1.138 0.692
H: 0.645 -1.327 3.140
H: -1.235 -1.196 -2.117
H: 1.345 2.893 0.126
H: 0.257 -0.432 -2.683
H: 0.540 0.771 1.307
H: -1.685 0.025 0.220
H: -2.985 -0.005 -1.003
H: -0.591 1.545 -1.454
H: 2.308 -0.505 -0.856
H: -0.955 -1.294 3.498
H: -0.046 -2.085 -0.390
H: -0.452 -1.495 1.970